1.
DFT (wB97M-V/def2-TZVPD) results for a 5-piece molecular cluster, C13H29NO7P overall at a distorted geometry.

Output
LUMO in Ha: -0.201
Net charge: +1
DFT total energy in eV: -39048.6061
Orbital gap in Ha: 0.2165
HOMO energy in eV: -11.37

Last column: Löwdin charge in e.
CARTESIAN COORDINATES (ANGSTROEM)
C1 -0.95976 0.43367 0.13411  0.0143
C2 -1.93772 -0.54087 -0.66178  -0.3591
O1 -2.11810 -0.28424 -1.88901  0.0576
O2 -2.66098 -1.64137 -0.10736  -0.0859
C3 -2.23348 -2.91344 -0.65427  -0.1499
C4 -1.49703 -3.87820 0.44311  -0.0989
C5 -1.18287 -2.96653 1.71365  -0.0751
C6 -2.23662 -2.62162 2.83299  0.0753
C7 -1.77084 -1.68594 3.96426  0.0307
N1 -0.41114 -1.16886 3.99330  0.0404
C8 0.59944 -1.46989 3.01273  -0.2384
P1 2.37862 -0.75134 3.04839  0.7988
O3 2.59705 -0.18938 1.60833  -0.4912
C9 0.28269 -2.39303 1.81148  0.0421
H1 -0.70425 1.36387 -0.50189  0.1174
H2 -1.43125 0.84765 1.09937  0.0982
H3 0.03984 -0.03618 0.43303  0.0590
H4 -1.59621 -2.82606 -1.60733  0.1465
H5 -3.18725 -3.47750 -0.97947  0.1451
H6 -2.11129 -4.81204 0.66481  0.1307
H7 -0.52569 -4.22582 -0.05649  0.1241
H8 -3.29689 -3.06072 2.73891  0.1410
H9 -2.53397 -1.39413 4.77094  0.1479
H10 -0.16638 -0.55200 4.78505  0.1582
H11 3.34645 -1.79306 3.21694  0.0410
H12 2.50361 0.34051 3.96446  0.0317
H13 1.05662 -2.64261 0.99501  0.1404
C10 5.07500 0.14787 -1.43675  -0.1547
O4 5.50700 1.21337 -0.60462  -0.1322
H14 5.88217 -0.11625 -2.12012  0.0836
H15 4.82360 -0.71978 -0.82117  0.0680
H16 4.20169 0.46265 -2.01338  0.0778
H17 4.77378 1.42543 -0.01181  0.0689
C11 -4.43113 2.16040 -1.60803  -0.1688
O5 -3.99591 3.22839 -0.77401  -0.1277
H18 -3.62948 1.89644 -2.28798  0.0470
H19 -4.68347 1.29236 -0.99088  0.0782
H20 -5.30321 2.47636 -2.18287  0.0855
H21 -4.72640 3.44311 -0.18026  0.0734
C12 -4.48918 0.56275 -5.29498  -0.1344
O6 -4.21014 1.14293 -4.02850  -0.1681
H22 -5.13628 1.23729 -5.85604  0.0832
H23 -3.55715 0.41462 -5.84617  0.0786
H24 -4.99770 -0.39503 -5.15800  0.0773
H25 -3.63571 0.52610 -3.55137  0.0479
C13 7.00837 4.35880 1.00916  -0.1681
O7 7.72286 3.13328 0.99900  -0.1305
H26 7.72157 5.18150 1.06476  0.0792
H27 6.42133 4.45077 0.09154  0.0746
H28 6.34771 4.39398 1.87990  0.0704
H29 7.06805 2.42178 0.94935  0.0492

2.
DFT (wB97M-V/def2-TZVPD) results for a 2-piece molecular cluster, C7H7NO2P overall at a distorted geometry.

Output
LUMO in Ha: -0.259
Net charge: +1
DFT total energy in eV: -22234.4605
Orbital gap in Ha: 0.2161
HOMO energy in eV: -12.93
Energy relative to the best compared isomer or geometry (same formula, charge and spin) in eV: 0.000

Last column: Löwdin charge in e.
CARTESIAN COORDINATES (ANGSTROEM)
C1 -0.17452 -1.85577 -0.47947  -0.0422
C2 0.73141 -0.97037 -0.89709  -0.0148
C3 -1.34695 -1.49089 0.24158  0.0623
C4 -0.74130 0.77863 -0.12294  0.0115
C5 0.60601 0.44390 -0.62227  -0.2291
C6 -1.65189 -0.08150 0.41759  -0.5008
C7 3.40225 -1.05185 0.78255  0.0275
N1 1.63970 1.18826 -0.89470  0.1112
O1 4.31175 -0.42172 1.04523  0.0539
O2 1.76669 2.46668 -0.58684  0.1181
P1 -3.11816 0.53881 1.26443  0.9047
H1 0.12603 -2.88988 -0.74565  0.1432
H2 1.69853 -1.32628 -1.31816  0.1300
H3 -2.10008 -2.19978 0.65741  0.1391
H4 -1.01704 1.85227 0.19037  0.1289
H5 2.72781 2.60564 -0.65494  0.1551
H6 -4.09315 0.52090 0.36698  -0.1207
H7 -2.76709 1.89293 1.35594  -0.0777

What is the formula in the second record?
C7H7NO2P

What is the net charge in the first record?
+1

HOMO energy of number 2 (C7H7NO2P)?
-12.93 eV

Look up the LUMO of the second one.
-0.259 Ha